Entry 1:
The following is a DFT calculation (ωB97M-V/def2-TZVPD) of 4 unconnected molecules or ions with the total composition C2H13N2O3.

CARTESIAN COORDINATES (ANGSTROEM)
O  -1.693  1.432  1.004
O  0.056  0.981  -1.627
O  -1.742  4.632  -2.052
N  0.379  -0.534  0.758
N  1.740  -4.003  1.002
C  1.444  -2.697  1.197
C  0.671  -1.945  0.402
H  -2.215  1.674  1.788
H  -2.170  5.289  -1.482
H  1.493  -4.509  0.170
H  -2.252  1.640  0.246
H  -0.142  -0.101  -0.020
H  -0.194  -0.473  1.593
H  0.950  1.065  -1.995
H  0.391  -2.243  -0.597
H  1.730  -2.321  2.170
H  2.540  -4.379  1.484
H  -1.514  5.106  -2.859
H  -0.110  1.881  -1.299
H  1.260  -0.024  0.773

Spin multiplicity: 1
Energy above the lowest of the compared OMol25 structures with the same formula, charge and spin: 26.7 kcal per mole
Net charge: +1

***

Entry 2:
The following is a DFT calculation (ωB97M-V/def2-TZVPD) of a molecular structure, C2H13NO3.

CARTESIAN COORDINATES (ANGSTROEM)
O  -0.119  1.715  1.552
O  -1.325  1.696  -0.783
O  -1.979  -1.387  -2.208
N  0.846  -0.391  0.627
C  2.021  -0.090  -0.251
C  0.975  -1.690  1.327
H  -0.279  1.618  2.492
H  0.882  -2.599  0.740
H  0.064  -0.529  -0.053
H  2.017  -0.474  -1.276
H  -0.982  1.939  0.112
H  0.216  -1.786  2.133
H  1.932  -1.717  1.814
H  -1.750  -1.986  -2.926
H  -1.437  -0.593  -2.245
H  -2.268  1.805  -0.899
H  0.466  0.791  1.181
H  2.898  -0.627  0.125
H  2.186  0.996  -0.365

Spin multiplicity: 1
Energy above the lowest of the compared OMol25 structures with the same formula, charge and spin: 33.9 kcal per mole
Net charge: 0

***

Entry 3:
The following is a DFT calculation (ωB97M-V/def2-TZVPD) of 4 unconnected molecules or ions with the total composition C2H13NO4.

CARTESIAN COORDINATES (ANGSTROEM)
O  -1.359  1.167  2.105
O  -1.976  3.753  -0.344
O  3.290  -3.111  -1.346
O  0.192  1.177  -0.349
N  -1.197  -1.620  0.621
C  0.114  -1.160  0.196
C  0.092  -0.131  -0.923
H  -1.172  4.199  -0.078
H  -2.317  3.215  0.378
H  0.658  -2.046  -0.116
H  3.815  -3.910  -1.214
H  -0.856  -0.227  -1.421
H  -1.892  -1.497  -0.098
H  -1.489  -1.095  1.433
H  3.970  -2.426  -1.349
H  -0.776  1.457  2.819
H  0.891  -0.266  -1.638
H  -0.857  1.476  1.328
H  0.805  -0.842  0.983
H  0.065  1.888  -0.986

Spin multiplicity: 1
Energy above the lowest of the compared OMol25 structures with the same formula, charge and spin: 23.5 kcal per mole
SMILES string: NCCO.O.O.O
Net charge: 0

***

Entry 4:
The following is a DFT calculation (ωB97M-V/def2-TZVPD) of a molecular structure, C2H13NiO6.

CARTESIAN COORDINATES (ANGSTROEM)
Ni  0.261  -0.145  -0.718
O  -1.464  0.777  0.058
O  0.722  -0.709  1.446
O  -0.741  0.316  -2.825
O  -0.697  -1.886  -0.267
O  1.291  1.396  -0.443
O  2.043  -1.114  -1.470
C  -1.341  0.314  1.452
C  0.000  0.408  2.062
H  0.524  1.379  1.846
H  -1.482  -2.397  -0.567
H  1.210  2.064  -1.138
H  -0.364  -2.138  0.633
H  -1.322  1.731  0.040
H  2.618  -1.266  -0.713
H  -0.203  0.141  3.135
H  0.070  0.774  -2.972
H  -1.343  1.056  -2.982
H  1.598  -0.479  1.559
H  2.407  -0.238  -1.732
H  -2.081  0.800  2.059
H  -1.705  -0.785  1.538

Spin multiplicity: 3
Total energy: -55606.4568 eV
<S²>: 2.003
Net charge: +1

***

Entry 5:
The following is a DFT calculation (ωB97M-V/def2-TZVPD) of a molecular structure, C2H14CdO6.

CARTESIAN COORDINATES (ANGSTROEM)
Cd  0.116  -0.074  0.180
O  1.702  -1.164  -0.936
O  0.175  1.206  -1.629
O  0.313  -1.786  1.482
O  -1.597  -0.913  -0.732
O  -1.066  1.128  1.389
O  1.691  0.960  1.133
C  -2.660  -1.544  -0.119
C  1.040  2.307  -1.958
H  -2.396  -2.588  0.052
H  2.612  -1.137  -1.231
H  1.704  1.206  2.058
H  -2.898  -1.233  0.898
H  0.267  -2.615  1.006
H  2.102  2.063  -1.936
H  0.070  -2.010  2.380
H  -3.645  -1.398  -0.561
H  -1.299  1.265  2.307
H  1.311  -1.885  -1.430
H  0.818  3.140  -1.291
H  0.837  2.833  -2.891
H  2.598  0.731  0.932
H  -1.796  1.507  0.898

Spin multiplicity: 2
<S²>: 0.750
Energy above the lowest of the compared OMol25 structures with the same formula, charge and spin: 6.9 kcal per mole
Net charge: -1

***

Entry 6:
The following is a DFT calculation (ωB97M-V/def2-TZVPD) of 4 unconnected molecules or ions with the total composition C2H14N2O3.

CARTESIAN COORDINATES (ANGSTROEM)
O  2.176  -3.113  1.360
O  -3.103  0.177  1.194
O  3.000  0.135  -0.516
N  -1.585  -0.918  -0.864
N  0.708  1.783  0.110
C  -0.805  0.313  -0.999
C  -0.432  0.866  0.438
H  -2.169  -1.173  -1.666
H  0.006  0.218  1.177
H  3.384  0.736  -1.160
H  -1.199  1.098  -1.653
H  2.136  0.529  -0.258
H  2.099  -2.363  0.751
H  -2.490  -0.521  0.915
H  -1.340  1.338  0.771
H  0.635  2.427  -0.673
H  -1.049  -1.780  -0.839
H  -3.543  0.564  0.434
H  2.599  -2.709  2.124
H  0.110  -0.052  -1.513
H  0.865  2.444  0.866

Spin multiplicity: 2
<S²>: 0.750
Energy above the lowest of the compared OMol25 structures with the same formula, charge and spin: 20.1 kcal per mole
Net charge: -1

***

Entry 7:
The following is a DFT calculation (ωB97M-V/def2-TZVPD) of 4 unconnected molecules or ions with the total composition C2H14N2O3.

CARTESIAN COORDINATES (ANGSTROEM)
O  0.087  -4.015  -2.922
O  0.308  -2.403  1.130
O  1.600  2.491  -3.837
N  -1.335  -0.350  2.451
N  0.195  2.313  0.230
C  -0.819  1.002  2.043
C  -0.523  1.070  0.543
H  0.244  2.381  -0.788
H  -1.494  1.792  2.376
H  -1.459  -0.266  3.454
H  0.002  0.142  0.334
H  1.118  -1.895  1.004
H  -0.228  -1.767  1.616
H  0.121  1.112  2.595
H  2.399  2.971  -4.076
H  -0.088  -4.162  -1.990
H  0.542  -4.797  -3.187
H  1.930  1.640  -3.526
H  -2.287  -0.400  2.090
H  1.178  2.094  0.414
H  -1.491  1.048  0.046

Spin multiplicity: 1
Energy above the lowest of the compared OMol25 structures with the same formula, charge and spin: 21.1 kcal per mole
SMILES string: NCCN.O.O.O
Net charge: 0

***

Entry 8:
The following is a DFT calculation (ωB97M-V/def2-TZVPD) of 4 unconnected molecules or ions with the total composition C2H14N2O3.

CARTESIAN COORDINATES (ANGSTROEM)
O  2.633  2.667  -0.770
O  -2.768  -1.604  -1.045
O  -1.775  1.919  -1.121
N  0.375  1.152  1.108
N  -0.031  -2.424  0.153
C  0.856  -0.174  0.678
C  -0.149  -1.249  1.050
H  1.077  -0.209  -0.391
H  0.014  -1.567  2.090
H  -1.150  -0.848  1.006
H  0.643  1.272  2.082
H  -2.287  1.186  -0.750
H  -1.893  -2.017  -1.088
H  -2.886  -1.208  -1.914
H  -0.733  -3.091  0.456
H  1.828  -0.421  1.095
H  0.981  1.789  0.615
H  -0.929  1.460  -1.242
H  2.602  3.605  -0.561
H  0.874  -2.860  0.272
H  2.718  2.620  -1.726

Spin multiplicity: 1
Energy above the lowest of the compared OMol25 structures with the same formula, charge and spin: 20.3 kcal per mole
SMILES string: NCCN.O.O.O
Net charge: 0

***

Entry 9:
The following is a DFT calculation (ωB97M-V/def2-TZVPD) of 4 unconnected molecules or ions with the total composition C2H14N2O3.

CARTESIAN COORDINATES (ANGSTROEM)
O  1.679  -3.700  -2.619
O  -0.270  -4.095  -0.031
O  -1.947  3.329  0.037
N  -0.489  0.935  -1.144
N  1.124  1.035  2.256
C  -0.272  0.738  0.305
C  0.390  1.765  1.200
H  -0.271  2.509  1.422
H  2.003  1.496  2.452
H  0.641  0.955  3.189
H  -1.216  0.455  0.843
H  0.289  1.395  -1.530
H  -0.073  -3.239  -0.661
H  -0.705  -4.645  -0.733
H  1.661  -3.653  -1.657
H  -2.641  3.188  0.640
H  0.164  -0.226  0.585
H  0.808  -3.364  -2.852
H  1.288  2.273  0.721
H  -1.628  2.723  -0.670
H  -0.535  0.126  -1.752

Spin multiplicity: 1
Energy above the lowest of the compared OMol25 structures with the same formula, charge and spin: 58.6 kcal per mole
SMILES string: NCCN.O.O.O
Net charge: 0

***

Entry 10:
The following is a DFT calculation (ωB97M-V/def2-TZVPD) of 4 unconnected molecules or ions with the total composition C2H14N2O3.

CARTESIAN COORDINATES (ANGSTROEM)
O  5.172  -0.840  2.240
O  0.710  2.880  0.524
O  2.848  1.027  0.597
N  -1.947  -0.827  -0.055
N  -2.947  0.607  -1.656
C  -2.990  -0.785  -1.116
C  -0.726  -1.608  -0.338
H  -2.624  1.205  -0.888
H  -0.228  -1.069  -1.123
H  -0.771  -2.708  -0.383
H  0.376  2.026  0.856
H  4.979  -1.619  2.768
H  -3.012  -1.364  -2.074
H  0.072  3.344  -0.023
H  -2.453  0.590  -2.527
H  -0.054  -1.390  0.501
H  -3.927  -1.044  -0.652
H  2.421  1.249  -0.235
H  4.319  -0.524  1.905
H  -2.480  -0.991  0.785
H  3.263  1.840  0.897

Spin multiplicity: 1
Energy above the lowest of the compared OMol25 structures with the same formula, charge and spin: 42.9 kcal per mole
SMILES string: CNCN.O.O.O
Net charge: 0

***

Entry 11:
The following is a DFT calculation (ωB97M-V/def2-TZVPD) of 5 unconnected molecules or ions with the total composition C2H14N2O4.

CARTESIAN COORDINATES (ANGSTROEM)
O  2.842  0.601  -1.505
O  -3.312  -1.672  -0.937
O  -1.299  -1.574  0.789
O  3.503  -0.571  0.609
N  -0.694  1.073  1.205
N  0.389  0.246  -0.679
C  -1.749  1.500  0.317
C  0.556  0.854  0.551
H  -0.209  -0.594  -0.648
H  4.444  -0.747  0.640
H  -1.218  -2.397  1.285
H  1.332  0.148  -1.126
H  -1.075  0.210  1.656
H  -2.579  -1.752  -0.279
H  1.239  0.276  1.208
H  -3.632  -2.576  -1.042
H  3.461  0.733  -2.228
H  -2.330  0.695  -0.166
H  -2.584  1.989  0.825
H  3.192  -0.294  -0.309
H  -1.428  2.084  -0.546
H  1.151  1.769  0.378

Spin multiplicity: 1
Energy above the lowest of the compared OMol25 structures with the same formula, charge and spin: 195.4 kcal per mole
Net charge: 0

***

Entry 12:
The following is a DFT calculation (ωB97M-V/def2-TZVPD) of 5 unconnected molecules or ions with the total composition C2H14N4O5.

CARTESIAN COORDINATES (ANGSTROEM)
O  4.260  7.712  13.122
O  4.261  4.387  7.344
O  4.944  6.090  10.984
O  5.840  3.659  9.679
O  3.490  8.336  4.126
N  4.722  6.862  8.859
N  4.211  6.222  4.736
N  4.703  8.364  10.584
N  4.646  8.089  6.094
C  4.020  7.544  4.933
C  4.790  7.087  10.235
H  3.641  3.810  6.886
H  5.572  7.614  6.389
H  4.846  9.081  6.084
H  4.594  9.087  9.901
H  3.859  7.346  13.956
H  4.657  6.982  12.600
H  5.638  3.089  10.426
H  4.324  7.609  8.177
H  4.620  5.553  5.435
H  5.561  4.614  9.940
H  4.422  5.933  8.674
H  5.010  8.645  11.532
H  4.779  3.678  7.874
H  3.798  5.835  3.910

Spin multiplicity: 1
Energy above the lowest of the compared OMol25 structures with the same formula, charge and spin: 6.4 kcal per mole
SMILES string: NC(N)=O.NC(N)=O.O.O.O
Net charge: 0

***

F_max (eV Å⁻¹)
1.42 3.24 1.28 3.38 3.52 3.90 1.39 0.94 4.68 2.37 1.97 3.39